one | ORCA calculation (wB97M-V/def2-TZVPD) on an isolated ion of composition C5H7N2 and charge +1.

Positions of all 14 atoms, in Å:
C1 1.8118 -0.9458 -0.1947
C2 2.0947 0.4517 -0.0227
C3 0.4750 -1.2736 -0.0887
C4 -2.5334 0.6277 -0.2658
C5 -1.7340 -0.3018 0.3123
N1 1.2404 1.3007 0.3384
N2 -0.5222 -0.4981 -0.1456
H1 2.5588 -1.5838 -0.3896
H2 3.0284 0.9082 -0.2234
H3 0.1732 -2.4299 -0.0663
H4 -3.4410 1.0853 0.1375
H5 -2.4323 1.0693 -1.2136
H6 -1.9517 -0.7151 1.3342
H7 1.2322 2.3052 0.4882

## Properties
HOMO-LUMO gap (spin up / spin down)	0.2628 / 0.2318	Eh
highest occupied orbital energy (spin up / spin down)	-13.90 / -13.56	eV
2S+1	1
charge	+1

Atom charges from the Mulliken analysis, given in e for atoms 1 to 2: C -0.7310; C 0.0386

---

two | ORCA calculation (wB97M-V/def2-TZVPD) on an isolated ion of composition C5H7N2 and charge +1.

Positions of all 14 atoms, in Å:
C1 -2.2609 -0.4119 -0.2197
N1 -1.1581 -1.0869 -0.1161
C2 -0.0207 -1.0408 0.3378
C3 0.7384 0.3031 0.4733
C4 2.0207 0.4732 -0.3324
C5 -0.3454 1.2170 0.1789
N2 -1.4139 1.4966 -0.1600
H1 -2.8103 -0.4653 -1.1979
H2 -2.8573 -0.4547 0.6777
H3 0.3321 -2.0510 0.5731
H4 0.9157 0.3900 1.5373
H5 1.7121 0.5015 -1.4328
H6 2.5914 -0.4032 -0.1622
H7 2.5563 1.5324 -0.1570

## Properties
SMILES	C=[N+]=C[C@@H](C)C#N
HOMO-LUMO gap	0.4098	Eh
highest occupied orbital energy	-16.46	eV
2S+1	1
charge	+1

Atom charges from the Mulliken analysis, given in e for atoms 1 to 2: C -0.0721; N -0.0614

---

three | ORCA calculation (wB97M-V/def2-TZVPD) on an isolated ion of composition C5H7N2 and charge +1.

Positions of all 14 atoms, in Å:
C1 -0.9236 1.9742 0.4629
C2 0.1365 2.7622 0.9481
C3 -0.8698 0.7539 0.1007
C4 0.7372 -0.1007 0.1387
C5 1.8239 0.6324 0.5989
N1 1.1727 3.1730 1.2206
N2 -1.6559 -0.2653 -0.6075
H1 0.4132 -1.0284 0.8069
H2 0.8299 -0.3474 -0.8433
H3 2.0959 0.8147 1.5667
H4 2.4126 0.9662 -0.1657
H5 -2.1946 -0.8992 -0.0752
H6 -0.9485 -0.6800 -1.1679
H7 -2.3592 0.2291 -1.0562

## Properties
HOMO-LUMO gap (spin up / spin down)	0.2649 / 0.2975	Eh
highest occupied orbital energy (spin up / spin down)	-13.27 / -13.58	eV
2S+1	1
charge	+1

Atom charges from the Mulliken analysis, given in e for atoms 1 to 2: C -0.3643; C 0.5259

---

two (1.985 eV below the next structure)

---

one | ORCA calculation (wB97M-V/def2-TZVPD) on C5H7N2 as an isolated structure.

Positions of all 14 atoms, in Å:
C1 2.6588 -1.0114 0.1332
C2 1.5843 -0.5593 -0.1209
C3 -1.4709 -1.2300 -0.4604
C4 -0.9786 -0.6531 0.8628
C5 0.0931 1.2420 -0.6919
N1 -0.5375 -1.0354 -1.2722
N2 0.3216 -0.2186 -0.3647
H1 3.6914 -1.2666 0.0720
H2 -2.5064 -1.7655 -0.6710
H3 -1.4470 0.1998 1.2671
H4 -0.5360 -1.4250 1.5653
H5 -0.8988 1.4517 -0.4211
H6 0.8838 1.7837 -0.0963
H7 0.3449 1.2349 -1.8250

## Properties
HOMO-LUMO gap	0.3727	Eh
highest occupied orbital energy	-15.06	eV
2S+1	1
charge	+1

Atom charges from the Mulliken analysis, given in e for atoms 1 to 2: C -0.1431; C -0.1209

---

two | ORCA calculation (wB97M-V/def2-TZVPD) on a 2-piece molecular cluster, C5H7N2 overall.

Positions of all 14 atoms, in Å:
C1 1.1639 0.7369 -0.7453
C2 0.4211 1.3201 0.4093
C3 1.4453 -0.5640 -0.4277
C4 0.2649 0.2303 1.2860
C5 -2.5948 -0.4135 -0.2929
N1 0.9872 -0.8430 0.7757
N2 -1.8270 -0.1706 -1.1273
H1 1.5755 1.1812 -1.6781
H2 0.2473 2.3628 0.5895
H3 2.0991 -1.1787 -1.0173
H4 1.0328 -1.6720 1.3351
H5 -3.0851 -1.1929 0.4256
H6 -0.6269 -0.0467 2.0696
H7 -1.1032 0.2501 -1.6020

## Properties
HOMO-LUMO gap	0.2326	Eh
highest occupied orbital energy	-12.45	eV
2S+1	1
charge	+1

Atom charges from the Mulliken analysis, given in e for atoms 1 to 2: C -0.6644; C -0.2767

---

three | ORCA calculation (wB97M-V/def2-TZVPD) on C5H7N2 as an isolated structure.

Positions of all 14 atoms, in Å:
C1 -2.1117 -0.1507 -0.0852
C2 -0.2165 -0.7048 -0.3315
C3 -0.4113 0.8240 -0.0846
C4 0.7261 1.7897 -0.2037
C5 0.5190 -1.6357 0.5790
N1 -1.6712 -1.2721 -0.1739
N2 -1.7146 1.1220 -0.0491
H1 0.0939 -0.8381 -1.4418
H2 0.4510 2.6300 0.5126
H3 0.7311 2.4760 -1.0735
H4 1.6054 1.1806 -0.1100
H5 0.5065 -2.6730 0.3189
H6 -0.0575 -1.6564 1.5278
H7 1.5499 -1.0916 0.6150

## Properties
HOMO-LUMO gap	0.3563	Eh
highest occupied orbital energy	-16.54	eV
2S+1	1
charge	+1

Atom charges from the Mulliken analysis, given in e for atoms 1 to 2: C 0.4641; C 0.3000

---

four | ORCA calculation (wB97M-V/def2-TZVPD) on a 2-piece molecular cluster, C5H7N2 overall.

Positions of all 14 atoms, in Å:
C1 1.5080 -0.6921 -1.1602
C2 0.6980 -1.3707 -0.1765
C3 -0.0077 0.7259 -0.2677
C4 -0.6186 1.9268 -0.0587
C5 -1.4515 -0.7437 2.1539
N1 1.0076 0.5657 -1.2360
N2 -0.1373 -0.5001 0.3124
H1 2.2382 -1.0965 -1.8763
H2 0.7035 -2.3809 0.0006
H3 -1.5208 1.8212 0.5947
H4 -0.2265 2.7767 -0.6262
H5 -2.4758 -0.5848 1.8190
H6 -1.0831 -1.7719 2.1872
H7 1.3660 1.3246 -1.6661

## Properties
HOMO-LUMO gap (spin up / spin down)	0.3253 / 0.1717	Eh
highest occupied orbital energy (spin up / spin down)	-14.56 / -11.78	eV
2S+1	1
charge	+1

Atom charges from the Mulliken analysis, given in e for atoms 1 to 2: C -0.1577; C -0.2520

---

two (1.202 eV below the next structure)

---

one | ORCA calculation (wB97M-V/def2-TZVPD) on an isolated ion of composition C5H7N2 and charge +1.

Positions of all 14 atoms, in Å:
N1 -1.7528 1.1851 -0.1173
C1 -0.3694 0.7834 0.0198
C2 0.7530 1.4755 0.0820
C3 1.8945 0.8401 0.1512
N2 2.4590 -0.1948 -0.2035
C4 1.3566 -1.1843 0.0422
C5 -0.1088 -0.7547 0.1140
H1 -2.0764 0.6053 -0.9371
H2 -1.8042 2.2390 -0.3170
H3 -2.3482 1.1507 0.6917
H4 1.6014 -1.6730 0.9439
H5 1.4808 -1.9105 -0.7584
H6 -0.4987 -1.2185 0.9790
H7 -0.5869 -1.3434 -0.6906

## Properties
SMILES	[NH3+]C1=C=C=NCC1
HOMO-LUMO gap (spin up / spin down)	0.3396 / 0.3395	Eh
highest occupied orbital energy (spin up / spin down)	-13.81 / -13.81	eV
2S+1	1
charge	+1

Atom charges from the Mulliken analysis, given in e for atoms 1 to 2: N -0.2006; C -0.0339

---

two | ORCA calculation (wB97M-V/def2-TZVPD) on an isolated ion of composition C5H7N2 and charge +1.

Positions of all 14 atoms, in Å:
C1 -1.9509 -1.0070 -0.6686
C2 -0.7600 -1.0870 -1.2667
C3 -2.1291 -0.6237 0.5736
C4 0.2077 -0.0780 0.5208
C5 0.9865 0.5310 -1.7105
N1 0.1396 -0.1639 -0.7866
N2 -0.8250 -0.6786 1.4163
H1 -3.1599 -0.4327 0.9401
H2 1.0822 -0.0265 1.1465
H3 0.8507 0.1333 -2.7303
H4 1.1429 1.5896 -1.5205
H5 1.9216 0.1134 -1.6031
H6 -0.9205 0.0406 2.0862
H7 -0.5452 -1.5707 1.6200

## Properties
HOMO-LUMO gap (spin up / spin down)	0.2837 / 0.2862	Eh
highest occupied orbital energy (spin up / spin down)	-13.22 / -13.26	eV
2S+1	1
charge	+1

Atom charges from the Mulliken analysis, given in e for atoms 1 to 2: C 0.1259; C -0.3320

---

one (2.497 eV below the next structure)

---

one | ORCA calculation (wB97M-V/def2-TZVPD) on one molecule with the formula C11H18N2.

Positions of all 31 atoms, in Å:
C1 -1.1587 2.0341 1.8411
C2 -1.2397 1.5709 0.3613
N1 -0.9422 0.1605 0.0229
C3 -1.6954 -0.4615 -1.0769
C4 -3.2528 -0.8390 -0.8136
N2 -3.2107 -1.7867 0.3538
C5 0.3755 -0.0088 -0.3640
C6 1.0349 0.7105 -1.5002
C7 2.3749 0.8630 -1.6479
C8 3.2661 -0.0056 -0.8444
C9 2.6095 -0.7204 0.1724
C10 3.4502 -1.3840 1.3762
C11 1.2660 -0.6027 0.5346
H1 0.0504 1.6109 2.0243
H2 -1.2837 3.1226 1.7201
H3 -2.0154 1.6816 2.6511
H4 -0.5076 2.3095 -0.1810
H5 -2.3677 1.7053 -0.1644
H6 -1.1383 -1.3146 -1.6672
H7 -1.8211 0.3305 -1.8936
H8 -4.0465 -0.1234 -0.8096
H9 -3.6289 -1.4940 -1.7026
H10 -2.6318 -1.4380 0.9917
H11 -2.8267 -2.7023 0.0189
H12 0.4099 1.2968 -2.2151
H13 2.9183 1.2478 -2.4049
H14 4.3675 -0.0035 -1.0254
H15 3.5634 -0.6325 2.1711
H16 2.8459 -2.0333 1.8605
H17 4.4163 -1.7026 0.9113
H18 0.8183 -1.3911 1.2997

## Properties
SMILES	CCN(CCN)c1cccc(C)c1
HOMO-LUMO gap	0.3507	Eh
highest occupied orbital energy	-8.64	eV
2S+1	1
charge	0

Atom charges from the Mulliken analysis, given in e for atoms 1 to 2: C -0.9305; C -0.3082

---

two | ORCA calculation (wB97M-V/def2-TZVPD) on a 2-piece molecular cluster, C11H18N2 overall.

Positions of all 31 atoms, in Å:
C1 -1.4868 -1.1952 -1.4960
C2 -0.4386 -0.1557 -1.8980
C3 0.1497 -0.4966 -3.2723
C4 -1.0701 1.2365 -1.9347
C5 0.7030 -0.1766 -0.8811
C6 1.1356 -1.2789 -0.3161
N1 1.6517 -2.3109 0.0286
C7 1.3835 1.0117 -0.5824
N2 1.9147 2.0018 -0.3408
H1 -1.0649 -2.1972 -1.5252
H2 -2.3339 -1.1579 -2.1786
H3 -1.8498 -0.9983 -0.4899
H4 0.8705 0.2603 -3.5741
H5 0.6535 -1.4607 -3.2446
H6 -0.6400 -0.5383 -4.0200
H7 -1.5030 1.4887 -0.9689
H8 -0.3268 1.9910 -2.1851
H9 -1.8590 1.2694 -2.6826
H10 1.4626 -2.7895 0.8966
C8 0.2886 -1.0739 2.6840
C9 0.2451 0.2417 2.5405
C10 1.3809 1.1319 2.9308
C11 -0.9840 0.9492 2.0590
H11 -0.5522 -1.7015 2.4376
H12 1.1620 -1.5711 3.0732
H13 2.2714 0.5547 3.1639
H14 1.6123 1.8307 2.1294
H15 1.1040 1.7137 3.8104
H16 -1.3913 1.5660 2.8604
H17 -0.7380 1.6110 1.2307
H18 -1.7506 0.2441 1.7457

## Properties
SMILES	CC(C)(C)C(=C=N)C#N.C=C(C)C
HOMO-LUMO gap	0.3551	Eh
highest occupied orbital energy	-8.94	eV
2S+1	1
charge	0

Atom charges from the Mulliken analysis, given in e for atoms 1 to 2: C -1.6269; C 2.2152

---

two (3.199 eV below the next structure)

---

one | ORCA calculation (wB97M-V/def2-TZVPD) on a 2-piece molecular cluster, C2H4O2 overall.

Positions of all 8 atoms, in Å:
C1 -2.4378 -2.9345 2.3955
O1 -1.5274 -2.1526 2.6716
H1 -2.9858 -2.9271 1.4233
H2 -2.8271 -3.6177 3.1874
C2 3.4212 4.6688 -0.3150
O2 2.5180 5.3958 -0.7435
H3 4.3800 5.1303 0.0213
H4 3.2833 3.5823 -0.1004

## Properties
SMILES	C=O.C=O
HOMO-LUMO gap	0.4024	Eh
highest occupied orbital energy	-10.28	eV
2S+1	1
charge	0

Atom charges from the Mulliken analysis, given in e for atoms 1 to 2: C -0.0314; O -0.3960

---

two | ORCA calculation (wB97M-V/def2-TZVPD) on a 2-piece molecular cluster, C2H4O2 overall.

Positions of all 8 atoms, in Å:
C1 0.3891 -0.5583 -1.0884
O1 -0.0494 0.5979 -1.0823
H1 1.4616 -0.7694 -0.8632
H2 -0.2627 -1.4383 -1.3030
C2 -0.3477 0.5437 1.0889
O2 -1.1391 0.3868 2.0350
H3 -0.1983 -0.2805 0.3515
H4 0.1466 1.5181 0.8616

## Properties
SMILES	C=O.C=O
HOMO-LUMO gap	0.3347	Eh
highest occupied orbital energy	-9.69	eV
2S+1	1
charge	0

Atom charges from the Mulliken analysis, given in e for atoms 1 to 2: C -0.1294; O -0.4099

---

three | ORCA calculation (wB97M-V/def2-TZVPD) on one molecule with the formula C2H4O2.

Positions of all 8 atoms, in Å:
C1 0.7302 -0.0428 0.3647
C2 -0.4733 0.0658 -0.4920
O1 -1.6771 -0.4022 0.2752
O2 -1.4666 0.9398 -0.1228
H1 1.4481 0.6752 0.0294
H2 1.4080 -0.8139 0.1385
H3 0.5137 -0.0326 1.4012
H4 -0.4830 -0.3892 -1.5942

## Properties
SMILES	CC1OO1
HOMO-LUMO gap	0.4044	Eh
highest occupied orbital energy	-9.95	eV
2S+1	1
charge	0

Atom charges from the Mulliken analysis, given in e for atoms 1 to 2: C -1.1056; C 0.4104

---

one (1.826 eV below the next structure)

---

one | ORCA calculation (wB97M-V/def2-TZVPD) on one molecule with the formula C2H4O2.

Positions of all 8 atoms, in Å:
O1 1.4383 -0.9323 0.0107
C1 0.9444 0.1623 -0.0194
C2 -0.5570 0.3201 0.0227
O2 -1.2226 -0.8962 -0.0294
H1 1.5681 1.0781 -0.0959
H2 -0.8208 0.8374 0.9605
H3 -0.8300 0.9921 -0.8403
H4 -0.5204 -1.5616 -0.0090

## Properties
SMILES	O=CCO
HOMO-LUMO gap	0.4247	Eh
highest occupied orbital energy	-10.61	eV
2S+1	1
charge	0

Atom charges from the Mulliken analysis, given in e for atoms 1 to 2: O -0.5005; C 0.1565

---

two | ORCA calculation (wB97M-V/def2-TZVPD) on a 2-piece molecular cluster, C2H4O2 overall.

Positions of all 8 atoms, in Å:
C1 -1.3240 0.0854 -0.8643
O1 -1.4981 -0.7044 0.0151
H1 -2.1762 0.4373 -1.4870
H2 -0.3898 0.5400 -1.2230
C2 1.4126 -0.0954 0.8849
O2 0.9273 0.9719 0.5992
H3 1.0669 -0.9456 0.2703
H4 1.9813 -0.2892 1.8049

## Properties
SMILES	C=O.C=O
HOMO-LUMO gap	0.3911	Eh
highest occupied orbital energy	-9.82	eV
2S+1	1
charge	0

Atom charges from the Mulliken analysis, given in e for atoms 1 to 2: C -0.0349; O -0.4082

---

three | ORCA calculation (wB97M-V/def2-TZVPD) on a 4-piece molecular cluster, C2H4O2 overall.

Positions of all 8 atoms, in Å:
C1 -1.0095 -0.0570 -0.0441
C2 0.4868 -0.3003 -0.1751
H1 -1.0605 1.7867 0.0497
H2 -1.2922 -0.7981 1.5329
H3 -1.6264 -0.7793 -1.4111
H4 2.1459 0.6349 0.1835
O1 1.2394 0.8779 -0.0871
O2 1.1166 -1.3649 -0.0487

## Properties
HOMO-LUMO gap	0.3311	Eh
highest occupied orbital energy	-10.33	eV
2S+1	1
charge	0

Atom charges from the Mulliken analysis, given in e for atoms 1 to 2: C -0.7404; C 0.6915

---

one (1.266 eV below the next structure)